Entry from the OMol25 dataset: the molecule C4H7NO (wB97M-V/def2-TZVPD).

Geometry as XYZ:
```
13
Properties=species:S:1:pos:R:3:forces:R:3:mulliken_charge:R:1
C -1.19145 0.25841 -1.68174 0.021 -0.217 -0.053 -1.01
C -0.61479 -0.20167 -0.34373 -1.707 0.057 -0.037 0.94
O -1.39244 -0.55612 0.56138 0.503 0.474 -1.140 -0.57
C 0.77820 -0.06086 -0.15057 0.722 0.476 0.491 -0.63
C 1.22775 0.10366 1.28688 0.761 -0.017 -1.002 -0.20
N 0.52265 -0.94883 1.88710 -0.157 -0.470 1.489 -0.49
H -1.83946 -0.53065 -2.08070 0.115 0.171 0.090 0.28
H -0.41934 0.49847 -2.42016 -0.140 -0.047 0.159 0.32
H -1.81285 1.14646 -1.51388 0.148 -0.197 0.019 0.26
H 1.49581 -0.01244 -0.97145 -0.321 -0.046 0.212 0.30
H 1.12658 1.12299 1.69032 -0.091 -0.159 -0.127 0.26
H 2.29549 -0.17798 1.26228 -0.139 0.226 0.179 0.27
H -0.21311 -0.57691 2.50421 0.285 -0.252 -0.280 0.26
```
Forces are in eV/Å.

The HOMO-LUMO gap (spin up / spin down) is 9.293 / 7.478 eV. As for the relative energy (zero: lowest compared OMol25 entry of this formula, charge and spin): 102.4 kcal/mol. The value obtained for the LUMO energy (spin up / spin down) is 0.10 / -1.26 eV. As for the HOMO energy (spin up / spin down): -9.1890 / -8.7403 eV.


Entry from the OMol25 dataset: the molecule C4H5N3 (wB97M-V/def2-TZVPD).

Geometry as XYZ:
```
12
Properties=species:S:1:pos:R:3:forces:R:3:mulliken_charge:R:1
C 1.02986 0.37483 1.14939 -0.117 -0.116 0.124 -0.87
N 0.14731 0.71441 -0.00013 -0.545 -0.145 0.027 -0.11
C -0.76570 -0.35728 -0.54980 0.234 -0.713 -0.561 -0.27
C -1.40567 0.06681 -1.71961 -0.410 0.064 -0.856 0.20
N -1.91174 0.46048 -2.69459 0.417 -0.227 0.918 -0.49
C -0.49465 -1.66812 -0.19390 0.373 -1.179 0.117 0.24
N -0.24282 -2.75308 0.14825 -0.177 0.742 -0.143 -0.49
H 0.39567 0.25901 2.02547 0.097 -0.108 -0.008 0.32
H 1.74893 1.18156 1.31791 -0.263 -0.096 -0.148 0.33
H 1.55631 -0.56300 0.95828 -0.166 0.155 -0.094 0.36
H 0.68486 1.18358 -0.74764 -0.573 -0.041 0.394 0.35
H -0.72153 1.15898 0.30437 1.131 1.664 0.230 0.45
```
Forces are in eV/Å.

The HOMO-LUMO gap is 8.004 eV. As for the relative energy (zero: lowest compared OMol25 entry of this formula, charge and spin): 80.6 kcal/mol. The value obtained for the LUMO energy is -0.13 eV. As for the HOMO energy: -8.1362 eV.


Entry from the OMol25 dataset: the molecule C6H10 (wB97M-V/def2-TZVPD).

Geometry as XYZ:
```
16
Properties=species:S:1:pos:R:3:forces:R:3:mulliken_charge:R:1
C -0.02019 1.52819 -0.86311 0.430 0.580 -0.673 -1.40
C -0.04331 0.10822 -0.39343 -0.803 -0.919 -0.183 0.96
C 0.60948 -0.40958 0.64515 0.137 0.635 0.835 -0.13
C 1.66368 0.25855 1.44714 1.078 0.363 0.261 -1.21
C -1.69153 -1.79210 -0.49434 -1.097 0.055 -0.469 -0.77
C -1.23183 -0.61540 -0.95699 1.815 -0.378 0.083 -0.38
H -0.96467 2.02348 -0.61902 0.005 -0.139 0.213 0.30
H 0.02925 1.60087 -1.95531 0.088 -0.199 0.010 0.34
H 0.78335 2.16291 -0.49332 0.049 -0.231 0.216 0.35
H 0.29949 -1.33116 1.12507 -0.165 -0.279 -0.611 0.21
H 1.47324 0.31566 2.52425 -0.486 -0.085 -0.119 0.30
H 1.91844 1.27056 1.12943 -0.103 -0.073 -0.139 0.28
H 2.59404 -0.31893 1.41111 0.033 -0.014 -0.187 0.29
H -1.12679 -2.65656 -0.19655 0.689 0.450 1.347 0.31
H -2.75982 -1.96470 -0.40147 -0.135 -0.362 -1.369 0.23
H -1.53283 -0.18000 -1.90862 -1.537 0.596 0.785 0.32
```
Forces are in eV/Å.

The HOMO-LUMO gap is 8.579 eV. As for the relative energy (zero: lowest compared OMol25 entry of this formula, charge and spin): 52.3 kcal/mol. The structure (SMILES) is C=C/C(C)=C/C. The value obtained for the LUMO energy is 0.62 eV. As for the HOMO energy: -7.9580 eV.


Entry from the OMol25 dataset: an isolated ion of composition C4H10N3S and charge +1 (wB97M-V/def2-TZVPD).

Geometry as XYZ:
```
18
Properties=species:S:1:pos:R:3:forces:R:3:mulliken_charge:R:1
C 2.81295 -0.37734 -0.36994 1.576 2.868 0.433 0.14
C -0.19132 0.35266 0.51582 0.347 -2.970 -1.248 0.66
C -2.18039 0.50444 -0.65759 1.606 2.403 -0.577 -0.98
C -1.61003 -1.58659 0.56137 -0.082 -1.035 -4.387 -1.12
N 3.12356 0.90887 -0.09859 -0.668 -1.050 -0.381 -0.25
N -1.34125 -0.20382 0.30136 -0.569 -0.199 0.642 -0.02
N 0.30189 1.44129 0.54333 1.695 2.695 1.041 -0.59
S 1.40959 -1.13643 -0.04463 -1.743 -0.881 0.285 -0.23
H 3.58440 -0.99745 -0.80281 0.232 0.021 -0.186 0.36
H -2.99633 -0.12125 -0.87792 -1.069 -0.472 -0.439 0.42
H -2.48887 1.55248 -0.32375 0.228 -1.647 -0.176 0.26
H -1.47642 0.64556 -1.52007 -1.232 -0.019 0.142 0.35
H -2.49955 -1.75559 1.04438 -2.278 0.057 1.175 0.37
H -1.66991 -2.24642 -0.43942 0.369 1.594 2.005 0.35
H -0.86887 -1.93643 1.15917 2.214 -1.341 1.681 0.54
H 3.95725 1.42516 -0.41902 -0.604 -0.966 0.233 0.27
H -0.22917 2.07749 1.11280 -0.372 0.919 0.005 0.29
H 2.36248 1.45337 0.31554 0.351 0.022 -0.246 0.20
```
Forces are in eV/Å.

The HOMO-LUMO gap is 9.494 eV. As for the net charge: +1. As for the relative energy (zero: lowest compared OMol25 entry of this formula, charge and spin): 51.5 kcal/mol. The value obtained for the LUMO energy is -3.86 eV. As for the HOMO energy: -13.3533 eV.


Entry from the OMol25 dataset: C4H6N2S2 as an isolated structure (wB97M-V/def2-TZVPD).

Geometry as XYZ:
```
14
Properties=species:S:1:pos:R:3:forces:R:3:mulliken_charge:R:1
C 1.66259 0.81501 -1.67864 3.283 5.642 -6.558 -0.07
C 0.46031 -0.12795 0.09117 -1.084 2.419 -2.547 0.41
C -0.61097 0.52737 -0.42814 -0.843 4.312 1.388 -0.53
C -1.41143 -0.56859 1.75425 1.713 1.967 0.518 -0.55
H 3.32461 1.86835 -1.91902 0.251 0.438 0.396 0.17
H 0.82435 0.59579 -2.25889 -1.368 -0.750 -0.555 0.51
H 2.39128 0.44953 0.11046 2.683 0.291 1.737 0.17
H -0.47305 1.89065 -0.57186 -0.460 -4.720 -0.125 0.28
H -1.12471 0.42412 2.50490 -0.910 -3.078 -2.060 0.27
H -1.89074 -1.41284 2.23016 -0.695 0.326 0.350 0.37
N 2.46203 1.69918 -2.42503 -2.349 -4.055 3.194 -0.63
N 1.63492 0.38527 -0.46254 -0.669 -2.453 2.257 -0.19
S -2.20411 0.00683 0.17460 0.889 -0.302 0.948 -0.11
S 0.18327 -1.39944 1.18073 -0.442 -0.036 1.057 -0.12
```
Forces are in eV/Å.

The HOMO-LUMO gap is 8.347 eV. As for the relative energy (zero: lowest compared OMol25 entry of this formula, charge and spin): 98.8 kcal/mol. The value obtained for the LUMO energy is 0.12 eV. As for the HOMO energy: -8.2314 eV.


Entry from the OMol25 dataset: a 2-piece molecular cluster, C3H11NOS2 overall (wB97M-V/def2-TZVPD).

Geometry as XYZ:
```
18
Properties=species:S:1:pos:R:3:forces:R:3:mulliken_charge:R:1
S 2.07796 1.20391 -1.25065 0.147 0.325 0.098 -0.22
S 1.64905 -0.77049 -1.07042 0.790 -0.282 -1.009 -0.06
C 0.43153 -0.92322 0.16495 -1.485 -1.276 1.971 -0.70
C -1.04349 -1.05980 -0.27168 0.054 0.210 -0.850 -0.52
C -1.43009 -0.04282 -1.35269 -0.922 0.845 -0.120 -0.12
N -2.77758 0.53418 -1.04626 0.026 0.114 -0.629 -0.73
H 3.13516 1.19583 -0.41928 -0.037 0.183 -0.025 0.14
H 0.71201 -1.85277 0.68512 -0.032 -0.054 -0.270 0.35
H 0.50047 -0.23915 1.01222 0.289 0.593 -0.481 0.33
H -1.30312 -2.06877 -0.59290 0.372 -0.145 -0.160 0.26
H -1.72306 -0.88412 0.56240 0.249 0.210 0.169 0.35
H -0.70795 0.77034 -1.39160 0.053 0.176 0.449 0.09
H -1.46219 -0.32925 -2.40646 0.378 -0.947 0.233 0.35
H -2.75149 1.51366 -1.30413 -0.023 0.165 0.222 0.23
H -3.45280 0.16077 -1.71784 0.159 -0.119 0.416 0.25
H 1.94860 1.04414 3.68356 0.025 0.323 -0.141 0.31
H 3.40753 1.15478 3.11202 -0.544 -0.059 0.235 0.32
O 2.78944 0.59280 3.60362 0.502 -0.260 -0.108 -0.64
```
Forces are in eV/Å.

The HOMO-LUMO gap is 9.386 eV. As for the relative energy (zero: lowest compared OMol25 entry of this formula, charge and spin): 15.3 kcal/mol. The structure (SMILES) is NCCCSS.O. The value obtained for the LUMO energy is 0.41 eV. As for the HOMO energy: -8.9761 eV.